{"formula": "C4H25NO11S", "method": "ωB97M-V/def2-TZVPD", "elements": ["C", "C", "C", "S", "N", "C", "O", "O", "H", "H", "H", "H", "H", "H", "H", "H", "H", "O", "H", "H", "O", "H", "H", "O", "H", "H", "O", "H", "H", "O", "H", "H", "O", "H", "H", "O", "H", "H", "O", "H", "H", "O"], "xyz": [[-0.635, 3.273, 1.656], [0.030, 1.890, 1.565], [1.477, 1.899, 2.041], [1.562, 1.909, 3.880], [0.019, 1.555, 0.108], [-0.794, 0.539, -0.323], [-1.582, -0.084, 0.450], [-0.607, 0.183, -1.531], [0.057, 4.048, 1.311], [-0.666, 3.512, 2.728], [-1.623, 3.260, 1.207], [-0.551, 1.079, 1.992], [1.957, 0.971, 1.729], [1.985, 2.765, 1.629], [0.689, 1.910, -0.548], [-0.949, -1.601, -2.186], [-2.278, -2.113, -2.096], [-1.451, -2.319, -2.591], [-2.732, -0.719, -0.340], [-4.161, -1.031, -0.925], [-3.232, -1.208, -1.092], [0.075, -0.008, 2.691], [1.331, -0.455, 3.350], [0.535, -0.825, 2.951], [1.728, -1.599, -2.072], [1.447, -1.586, -0.466], [1.831, -1.138, -1.241], [0.726, 1.436, -4.084], [-0.566, 1.815, -3.599], [0.154, 2.234, -4.092], [-2.740, -2.515, -0.057], [-2.543, -2.337, 1.381], [-2.724, -3.065, 0.771], [-0.268, -2.777, 0.821], [0.817, -1.767, 1.474], [0.658, -2.560, 0.917], [0.224, -0.846, -3.651], [0.794, -0.042, -2.543], [0.998, -0.291, -3.483], [3.282, -0.792, 1.345], [3.806, -1.221, -0.012], [3.920, -1.382, 0.934]], "total_charge": -2, "relative_energy_kj_mol": 0.0, "e_homo_ev": -1.1835, "e_tot_ev": -39404.7817}

***

{"formula": "C4H26BO21", "method": "ωB97M-V/def2-TZVPD", "elements": ["O", "C", "O", "B", "O", "C", "O", "O", "C", "O", "C", "O", "O", "O", "H", "H", "O", "H", "H", "O", "H", "H", "O", "H", "H", "O", "H", "H", "O", "H", "H", "O", "H", "H", "O", "H", "H", "O", "H", "H", "O", "H", "H", "O", "H", "H", "O", "H", "H", "O", "H", "H"], "xyz": [[19.984, 0.032, -15.105], [19.207, -0.562, -15.879], [18.701, 0.053, -16.828], [17.348, -0.391, -17.001], [17.223, -1.419, -15.995], [18.349, -1.562, -15.417], [18.650, -2.620, -14.931], [17.191, -0.837, -18.411], [16.195, -0.181, -18.783], [15.463, -0.654, -19.576], [15.774, 0.857, -17.890], [16.355, 0.755, -16.826], [15.035, 1.796, -18.137], [17.955, -4.914, -13.728], [18.633, -5.473, -14.041], [18.281, -3.991, -13.747], [17.424, -2.318, -11.995], [16.841, -2.667, -12.682], [16.887, -2.140, -11.265], [16.828, -4.878, -16.426], [17.189, -4.763, -15.535], [16.589, -5.808, -16.459], [18.635, 2.580, -14.709], [19.441, 2.095, -14.918], [18.321, 2.978, -15.512], [16.508, 4.250, -16.586], [16.892, 4.738, -15.885], [16.114, 3.449, -16.262], [15.649, 0.065, -13.607], [15.639, -0.830, -13.951], [15.752, 0.030, -12.650], [20.251, 0.147, -12.491], [20.789, 0.802, -12.120], [20.343, 0.217, -13.413], [13.429, 4.093, -18.793], [14.101, 3.391, -18.692], [13.600, 4.712, -18.141], [13.042, 1.314, -16.039], [12.968, 0.579, -16.571], [13.727, 1.806, -16.454], [15.420, -3.202, -18.251], [15.730, -2.802, -19.049], [16.222, -3.461, -17.799], [12.486, 0.566, -19.305], [12.436, 1.475, -19.048], [13.392, 0.310, -19.085], [15.504, -2.775, -14.204], [14.655, -2.913, -14.665], [16.135, -2.602, -14.940], [15.591, 2.586, -14.870], [15.774, 1.673, -14.712], [14.653, 2.678, -14.798]], "total_charge": -1, "relative_energy_kj_mol": 312.5, "e_homo_ev": -8.2639, "e_tot_ev": -48250.8291}

***

{"formula": "C4H26N2O10", "method": "ωB97M-V/def2-TZVPD", "elements": ["N", "C", "C", "O", "C", "N", "C", "O", "H", "H", "H", "H", "H", "H", "H", "H", "H", "H", "O", "H", "H", "O", "H", "H", "O", "H", "H", "O", "H", "H", "O", "H", "H", "O", "H", "H", "O", "H", "H", "O", "H", "H"], "xyz": [[-0.171, -0.627, 0.046], [-1.189, -0.384, -0.969], [-2.520, 0.196, -0.425], [-2.435, 0.284, 0.999], [-1.424, -1.628, -1.827], [-0.152, -1.944, -2.447], [0.573, -2.977, -1.992], [0.159, -3.779, -1.167], [-0.386, -1.464, 0.585], [-0.272, 0.114, 0.734], [-0.747, 0.374, -1.620], [-2.798, 1.191, -0.789], [-3.440, -0.364, -0.629], [-2.769, 1.057, 1.459], [-1.754, -2.503, -1.277], [-2.245, -1.387, -2.505], [0.260, -1.255, -3.081], [1.576, -3.039, -2.432], [0.868, 0.238, -3.940], [1.323, 0.219, -4.791], [1.543, 0.588, -3.348], [-0.919, 0.382, 3.389], [-1.441, 0.085, 2.623], [-1.145, -0.306, 4.028], [-1.242, 2.972, 1.135], [-0.978, 3.465, 0.347], [-0.348, 2.835, 1.486], [-0.184, -3.466, 1.627], [-0.652, -3.857, 0.872], [0.715, -3.692, 1.354], [1.245, 3.347, -0.200], [2.013, 3.708, 0.251], [1.523, 2.473, -0.553], [1.253, 1.957, 3.360], [0.415, 1.480, 3.529], [1.777, 1.887, 4.162], [2.878, 0.585, 1.501], [2.324, 1.328, 1.793], [2.330, -0.180, 1.310], [2.100, 0.902, -1.180], [2.894, 0.883, -0.629], [1.442, 0.306, -0.790]], "relative_energy_kj_mol": 174.0, "e_homo_ev": -9.6688, "e_tot_ev": -28026.3498}

***

{"formula": "C4H26N2O10", "method": "ωB97M-V/def2-TZVPD", "elements": ["C", "C", "C", "O", "N", "C", "N", "O", "H", "H", "H", "H", "H", "H", "H", "H", "H", "H", "H", "H", "O", "H", "H", "O", "H", "H", "O", "H", "H", "O", "H", "H", "O", "H", "H", "O", "H", "H", "O", "H", "H", "O"], "xyz": [[0.188, 1.355, 2.803], [0.770, 0.686, 1.567], [0.776, 1.759, 0.324], [-0.494, 1.978, -0.208], [0.088, -0.469, 1.203], [0.822, -1.459, 0.488], [0.204, -2.558, 0.087], [2.033, -1.327, 0.399], [0.847, 2.092, 3.222], [-0.726, 1.890, 2.530], [0.041, 0.657, 3.630], [1.833, 0.511, 1.593], [1.194, 2.683, 0.707], [1.428, 1.332, -0.442], [-0.877, 1.094, -0.296], [-0.923, -0.389, 1.172], [0.753, -3.175, -0.508], [-0.799, -2.636, -0.089], [-1.886, -1.067, -2.094], [-2.545, -0.537, -0.839], [-1.670, -0.663, -1.244], [-2.608, 2.079, -0.280], [-2.776, 2.562, 1.145], [-3.240, 2.095, 0.443], [3.123, -0.229, -2.820], [1.778, 0.062, -3.555], [2.504, -0.581, -3.467], [-0.243, 1.572, -2.945], [0.534, 2.127, -4.181], [0.488, 1.400, -3.548], [4.627, 0.131, 0.146], [3.132, 0.209, -0.002], [3.933, 0.722, -0.211], [-0.772, -1.468, 3.178], [-2.059, -2.130, 3.659], [-1.524, -1.334, 3.757], [1.046, -1.790, -2.529], [1.524, -3.077, -3.150], [0.801, -2.725, -2.605], [-3.833, 0.275, 0.688], [-3.606, -0.963, 1.576], [-3.886, -0.694, 0.696]], "total_charge": 1, "relative_energy_kj_mol": 30.5, "e_homo_ev": [-13.9200, -13.9193], "e_tot_ev": -28017.8329, "spin_multiplicity": 2}

***

{"formula": "C4H26N3O7S", "method": "ωB97M-V/def2-TZVPD", "elements": ["C", "N", "C", "N", "C", "C", "S", "N", "H", "H", "H", "H", "H", "H", "H", "H", "H", "H", "H", "H", "H", "H", "O", "H", "H", "O", "H", "H", "O", "H", "H", "O", "H", "H", "O", "H", "H", "O", "H", "H", "O"], "xyz": [[1.896, 1.055, -0.457], [1.665, -0.244, -1.132], [1.552, -0.287, -2.585], [0.200, -0.123, -3.135], [0.616, 1.880, -0.261], [-0.452, 1.243, 0.653], [-1.858, 2.353, 0.953], [1.008, 3.226, 0.126], [2.346, 0.699, 0.477], [2.607, 1.616, -1.057], [1.078, -0.840, -0.591], [2.175, 0.459, -3.077], [1.909, -1.301, -2.775], [-0.153, 0.785, -2.900], [-0.379, -0.743, -2.572], [0.144, 1.927, -1.253], [0.007, 1.045, 1.624], [-0.862, 0.365, 0.182], [1.301, 3.255, 1.085], [0.216, 3.828, -0.024], [1.465, -2.143, 0.877], [0.788, -1.855, 2.162], [1.601, -1.624, 1.692], [-1.495, 2.697, -2.482], [-2.868, 1.998, -2.429], [-2.096, 2.134, -3.013], [1.907, 0.420, 2.972], [0.978, 1.381, 3.788], [1.702, 0.754, 3.862], [-2.898, 0.273, -0.410], [-3.773, 0.246, 0.851], [-3.523, -0.273, 0.075], [-1.113, -2.115, 3.708], [-2.010, -2.117, 2.445], [-1.406, -2.689, 2.986], [0.476, -3.868, 0.363], [0.721, -3.469, -0.958], [1.134, -4.067, -0.307], [-2.258, -1.926, -0.053], [-0.908, -1.592, 0.392], [-1.441, -2.362, 0.196]], "total_charge": -1, "relative_energy_kj_mol": 0.0, "e_homo_ev": -4.0261, "e_tot_ev": -34209.6552}